40
Properties=species:S:1:pos:R:3:forces:R:3 method="wB97M-V/def2-TZVPD" molar_mass_g_mol=1161.86 e_homo_ev=-14.70 homo_lumo_gap_ev=5.3 charge=+2 spin_multiplicity=1
C -3.25790 1.38836 -2.71971 -0.41 -0.26 -1.18
C -0.00791 -3.45910 -1.47983 0.30 0.50 -0.50
H 3.95277 -0.91830 4.44932 0.11 0.03 -0.15
C 2.92696 -0.77379 2.53642 0.90 1.10 -0.04
F -1.45676 1.20989 0.83307 -0.58 -0.49 0.50
Ag -2.19755 -2.57509 2.30885 0.93 -0.56 -0.47
Ag -1.34635 1.16276 3.26055 1.07 0.45 -0.12
Br 0.38620 -3.97755 1.29516 -0.34 0.06 0.34
H 3.00116 -1.82430 2.29589 -0.37 -0.08 0.00
H -0.33101 2.85645 -0.38180 -0.08 -0.10 -0.36
Br 1.25658 2.52329 2.12549 -0.27 0.13 0.26
Br 4.42237 0.08301 1.57174 -0.06 -0.14 0.16
H -4.23936 1.05375 -3.04820 -0.07 -0.16 0.39
C 0.84602 -4.32882 -0.61076 -0.51 -0.10 0.01
C 1.67951 2.42735 0.19130 -0.31 -0.80 0.16
H -2.63563 0.53359 -2.47474 0.11 0.16 0.39
C 3.07533 -0.45755 4.00544 0.54 -0.75 -0.25
B -1.06646 -0.13973 0.54577 0.29 0.66 -0.83
Br 0.67008 -3.64094 -3.29406 -0.15 -0.13 0.02
F -2.29920 -0.92895 0.41912 -0.13 -0.24 0.49
H 1.91057 -4.13630 -0.65362 0.01 0.15 -0.05
C 0.67640 3.11984 -0.67746 0.40 0.94 0.38
Br -2.28103 1.01656 -5.31822 0.03 -0.03 -0.03
F -0.43120 -0.16460 -0.64147 0.30 -0.28 0.27
H -1.05465 -3.74665 -1.46733 0.01 -0.13 -0.04
C -2.67963 2.19232 -3.86409 0.22 1.06 0.68
H 3.13000 0.61147 4.18727 -0.54 -0.02 0.23
H 2.09372 -0.21404 2.13396 -0.42 -0.61 -0.09
H -3.36943 2.97315 -4.17972 -0.23 -0.29 -0.24
H -1.80079 2.75577 -3.54772 0.30 -0.42 -0.17
Br 1.61909 -1.39587 4.92871 -0.37 0.52 0.01
F -0.40155 -0.62009 1.67906 -0.26 -0.24 0.06
H 2.70084 2.78564 0.15202 -0.01 0.12 -0.13
Ag -4.01731 0.48185 0.96507 -0.33 0.93 -0.86
H 0.91279 2.91836 -1.71803 -0.20 -0.27 -0.04
Br 0.81342 5.05942 -0.52295 -0.11 -0.12 0.06
Br -3.54789 2.56095 -1.18172 -0.18 -0.45 0.58
H 0.62895 -5.37463 -0.80405 0.12 -0.08 0.27
H 1.63286 1.36004 -0.02125 0.26 0.00 0.01
H 0.08602 -2.39751 -1.27746 0.03 -0.05 0.25